1.
The molecule C6H13NO at a distorted geometry, computed with ωB97M-V/def2-TZVPD.

The geometry in XYZ format:
```
21
Properties=species:S:1:pos:R:3
O -0.13857 -0.47548 0.29863
N -2.78656 1.00521 -0.51904
C 1.97806 -0.15102 -0.92187
C -1.47941 -0.95177 0.28652
C 2.45771 -0.21689 0.50184
C 2.53982 0.89682 1.25532
C -2.44520 0.16626 0.64965
C 0.48099 -0.56136 -0.97100
H 2.10701 0.84425 -1.34604
H -1.59712 -1.74564 1.02471
H 2.99492 1.80592 0.88004
H 0.43758 -1.59725 -1.31723
H 2.11122 0.89426 2.25338
H 2.70348 -1.20775 0.87173
H -1.73603 -1.30401 -0.71596
H -2.73606 1.98064 -0.25350
H -0.02548 0.09464 -1.68455
H -2.05139 0.88854 -1.20640
H -1.95898 0.74176 1.44086
H 2.51336 -0.84904 -1.57152
H -3.36932 -0.25809 1.04444
```

**Calculated total energy**: -9967.6856 eV
**Structure (SMILES)**: C=CCCOCCN
**Gap between HOMO and LUMO**: 9.55 eV
**Energy relative to the best compared isomer or geometry (same formula, charge and spin)**: 3.4888 eV

***

2.
A structure of composition C31H45AsFNO6OsSSi2 at a distorted geometry, computed with ωB97M-V/def2-TZVPD.

The geometry in XYZ format:
```
89
Properties=species:S:1:pos:R:3
Os 0.10110 -0.28559 0.00224
As 2.24653 -3.06121 -0.29994
S 2.95273 0.15488 -0.60657
Si -2.78471 -1.91028 -0.29047
Si -0.44389 -2.73131 1.79240
F -1.12623 1.29785 2.41851
O 1.94716 0.49652 0.50924
O 0.75381 -2.24684 0.17859
O 3.58554 1.29919 -1.17220
O 2.19809 -0.73200 -1.48915
O 2.24357 -4.40026 0.83934
O 2.24849 -3.63293 -1.81165
N -0.61475 1.42463 -0.37228
C -0.36608 0.69748 -3.37641
C 1.92305 3.64420 -2.90544
C 3.80363 -2.17849 0.44129
C -1.74382 2.03510 0.23682
C 0.36383 1.80412 -2.61033
C 0.47250 4.05437 0.56936
C -4.01782 3.19725 1.37514
C 5.85484 -2.38787 1.68487
C -2.01745 1.90600 1.59519
C -3.14750 2.46433 2.16442
C -0.67224 -4.48905 1.13665
C 0.32708 -0.66059 -3.40581
C -3.88390 -0.49842 -0.89516
C 1.38468 3.50713 1.66400
C 0.16474 2.23625 -1.29205
C -3.73607 3.39508 0.03059
C 0.74778 3.42855 -0.79861
C 5.28477 -0.27726 0.70146
C -4.02433 -2.95174 0.65999
C 0.55931 5.58254 0.55185
C 1.63521 4.09690 -1.63271
C -2.04929 -2.93534 -1.68160
C -1.38474 -1.26921 0.85631
C 1.26398 2.53703 -3.38728
C -2.60434 2.82689 -0.52593
C 0.99901 -2.14618 2.87457
C -1.70216 -2.91256 3.26443
C 4.12729 -0.85023 0.20871
C 6.15865 -1.06143 1.44107
C -1.84162 0.55875 -3.03626
C 4.68475 -2.95070 1.18914
H 0.02860 6.01409 -0.29411
H -4.38410 -2.44572 1.55134
H -2.41988 -3.95948 -1.62302
H 1.20549 4.05125 2.59267
H 0.25013 -1.19879 -2.46027
H 1.22205 2.45152 1.85204
H 1.58910 5.93779 0.52554
H -3.50918 0.48970 -0.64962
H 5.49594 0.76069 0.49406
H 0.11361 5.97212 1.46744
H -0.33763 -5.19303 1.89980
H -4.87236 -3.07884 -0.01390
H 1.35829 -1.15885 2.57982
H -1.87067 -0.66398 1.62748
H 1.89871 -5.16458 0.36522
H -3.30847 2.33197 3.22392
H -3.67274 -3.93503 0.94372
H -0.32302 1.05475 -4.41110
H -1.73396 -4.66003 1.00057
H 2.43249 3.63788 1.38821
H -0.15259 -1.28078 -4.16531
H 0.69026 -2.09573 3.91509
H -2.31881 -0.12081 -3.74416
H -1.98655 0.14523 -2.03715
H -4.04689 -0.53493 -1.96945
H -1.25384 -3.58541 3.99678
H 4.45353 -3.98807 1.38149
H -2.31907 -2.53877 -2.66000
H 2.63199 4.17144 -3.52568
H 1.43757 2.21346 -4.40452
H -0.55591 3.83430 0.85480
H -0.18426 -4.73615 0.19513
H -4.85596 -0.59646 -0.41595
H -0.96413 -2.98626 -1.63040
H -2.36496 1.51188 -3.09458
H -2.36929 2.97872 -1.56711
H 6.53131 -2.99797 2.26654
H 7.07241 -0.63323 1.82746
H 2.11473 4.99455 -1.27685
H 1.86234 -2.81378 2.80859
H 1.38436 -0.57570 -3.64449
H -1.87258 -1.97105 3.78363
H -4.39755 3.98665 -0.58478
H -2.66758 -3.33298 3.01824
H -4.90208 3.63292 1.81655
```

**Calculated total energy**: -139265.4913 eV
**Gap between HOMO and LUMO (alpha / beta)**: 6.80 / 6.73 eV

***

Which of these has the highest calculated total energy? C6H13NO

***

calculated total energy of number 1 (C6H13NO)? -9967.6856 eV

***

Which of these has the highest calculated total energy? C6H13NO

***

Look up the calculated total energy of the second one. -139265.4913 eV